Formula: C3H6OS
Source: OMol25
Level of theory: ωB97M-V with the def2-TZVPD basis set

Calculated values
- orbital gap (eV) = 9.33
- 2S+1 = 1
- energy relative to the best compared isomer or geometry (same formula, charge and spin) (eV) = 1.2048
- total charge = 0
- E_HOMO (eV) = -8.762

Geometry (Å):
S1 -1.6420 -1.7913 0.6334
O1 -0.1638 -0.4347 -1.0974
C1 0.7182 -0.0187 0.0699
C2 0.4474 1.3473 0.5725
C3 -1.0706 -1.3176 -0.8707
H1 0.2489 2.0101 -0.2560
H2 -0.5634 1.2792 1.0239
H3 1.7280 -0.1129 -0.2601
H4 0.5171 -0.8634 0.8060
H5 -1.4108 -1.6881 -1.8453
H6 1.1911 1.5902 1.2236

Atomic forces in eV per Å
S 0.17 0.08 -1.72
O 2.22 1.40 0.76
C -0.90 -2.50 0.03
C -4.20 -1.36 -1.64
C -1.25 -0.85 1.45
H 0.76 0.55 -0.24
H 0.66 0.32 0.49
H 0.60 -0.16 -0.81
H 0.43 1.46 -0.57
H -0.36 -0.15 0.45
H 1.87 1.21 1.79

Results of the Mulliken charge analysis, in e, for atoms 1 through 8: -0.3259, -0.3168, -0.2729, -1.0098, 0.0766, 0.3071, 0.2382, 0.2835

Formula: C3H6OS
Source: OMol25
Level of theory: ωB97M-V with the def2-TZVPD basis set

Calculated values
- orbital gap (spin up / spin down) (eV) = 8.06 / 7.67
- 2S+1 = 3
- energy relative to the best compared isomer or geometry (same formula, charge and spin) (eV) = 2.1668
- <S²> = 2.015
- total charge = 0
- E_HOMO (spin up / spin down) (eV) = -7.070 / -9.040

Geometry (Å):
S1 -1.1226 -0.1303 -0.1209
O1 1.5895 0.5860 0.2069
C1 1.8152 -0.7737 -0.0244
C2 -2.8051 0.0335 0.1434
C3 0.4859 1.1593 -0.3155
H1 0.4848 2.0705 0.1377
H2 1.1740 -1.4226 0.6053
H3 2.8131 -1.0206 0.4690
H4 -3.2141 0.7626 0.6935
H5 -3.2498 -0.2319 -0.7152
H6 2.0292 -1.0328 -1.0797

Atomic forces in eV per Å
S 2.05 -0.48 -0.34
O -0.75 0.07 -0.71
C 2.80 -1.96 1.41
C 3.42 0.14 0.08
C -0.68 -3.02 0.59
H -1.02 3.02 0.58
H -0.33 0.37 -1.17
H -0.90 0.73 -0.56
H -1.43 2.40 2.32
H -2.14 -1.39 -2.63
H -1.03 0.12 0.43

Results of the Mulliken charge analysis, in e, for atoms 1 through 8: -0.0757, -0.2383, -0.7225, -0.6949, -0.2274, 0.3981, 0.3513, 0.2503

Formula: C3H6OS2
Source: OMol25
Level of theory: ωB97M-V with the def2-TZVPD basis set

Calculated values
- orbital gap (eV) = 8.51
- 2S+1 = 1
- energy relative to the best compared isomer or geometry (same formula, charge and spin) (eV) = 3.7238
- total charge = 0
- E_HOMO (eV) = -8.792

Geometry (Å):
S1 -0.0542 0.1717 -1.4058
S2 -1.9764 2.4625 -1.9131
O1 2.2935 -0.3141 0.5270
C1 0.0301 -0.8806 -0.0085
C2 0.8825 -0.3033 1.0267
C3 -1.5895 1.0305 -1.3115
H1 0.5065 0.6682 1.1818
H2 0.2247 -1.9555 -0.5197
H3 -1.0606 -1.0337 0.1657
H4 -2.5757 0.3379 -0.6048
H5 2.4087 0.7836 0.8333
H6 0.9104 -0.9672 2.0288

Atomic forces in eV per Å
S -0.15 1.80 -1.83
S 0.22 -0.20 -0.22
O -1.57 6.12 2.31
C -2.60 -3.95 -2.53
C 2.18 -3.85 2.10
C -2.55 -2.33 2.61
H -0.15 1.27 0.67
H 0.53 2.31 1.75
H 0.66 0.26 1.02
H 3.13 1.87 -2.00
H 0.71 -4.93 -1.78
H -0.42 1.64 -2.09

Results of the Mulliken charge analysis, in e, for atoms 1 through 8: 0.0210, -0.2028, -0.5016, -0.4306, -0.5284, -0.1060, 0.4003, 0.3136

Formula: C3H6OS2
Source: OMol25
Level of theory: ωB97M-V with the def2-TZVPD basis set

Calculated values
- orbital gap (eV) = 9.44
- 2S+1 = 1
- energy relative to the best compared isomer or geometry (same formula, charge and spin) (eV) = 1.0159
- total charge = 0
- E_HOMO (eV) = -9.161

Geometry (Å):
S1 -1.8963 -0.8878 -0.2841
S2 1.8389 -1.0283 -0.0580
O1 -0.3369 2.1154 -0.5871
C1 1.5031 0.6914 0.2190
C2 0.0214 1.1748 0.0848
C3 -0.9722 0.3589 0.8690
H1 -1.7957 1.0017 1.2084
H2 1.7983 0.7848 1.2819
H3 -2.7166 -1.3247 0.7382
H4 2.2054 1.2694 -0.4934
H5 -0.4842 -0.2578 1.6699
H6 1.2940 -1.0906 -1.2725

Atomic forces in eV per Å
S 0.22 0.60 1.47
S -0.25 -0.94 -0.06
O 0.69 -0.56 0.39
C 0.66 1.82 -0.91
C 0.42 -0.37 -0.35
C -0.97 -1.43 0.02
H 0.58 -0.12 0.18
H -0.03 0.52 -0.53
H 0.59 0.29 -0.79
H -1.34 -0.41 1.48
H -0.55 0.74 -0.70
H -0.02 -0.14 -0.22

Results of the Mulliken charge analysis, in e, for atoms 1 through 8: -0.1662, -0.1669, -0.5076, -0.6548, 0.5254, -0.6266, 0.3808, 0.2935

Formula: C3H6OS2
Source: OMol25
Level of theory: ωB97M-V with the def2-TZVPD basis set

Calculated values
- orbital gap (spin up / spin down) (eV) = 7.63 / 7.63
- 2S+1 = 1
- energy relative to the best compared isomer or geometry (same formula, charge and spin) (eV) = 4.0842
- total charge = 0
- E_HOMO (spin up / spin down) (eV) = -8.898 / -8.906

Geometry (Å):
S1 2.7601 0.3387 0.6886
S2 2.0129 -1.5339 0.8750
O1 -0.1208 -1.0724 1.0480
C1 -0.6616 -0.7635 -0.1538
C2 -0.4536 0.5285 -0.9562
C3 -1.5896 0.4233 -0.0610
H1 3.1475 0.5965 1.9139
H2 0.6036 0.8682 -0.7099
H3 -0.4174 0.5588 -2.0454
H4 -1.0215 -1.5771 -0.7699
H5 -2.5911 0.3511 -0.5517
H6 -1.6683 1.2817 0.7224

Atomic forces in eV per Å
S -0.23 -0.93 -0.94
S -2.65 1.45 0.09
O 3.72 -0.44 -0.29
C -1.40 0.03 -0.17
C 4.38 -0.26 -0.62
C -2.35 3.05 0.39
H 0.10 0.06 1.01
H -1.97 0.65 0.55
H -0.90 -0.63 0.13
H -0.17 -0.37 0.22
H 1.00 -0.24 0.32
H 0.48 -2.37 -0.68

Results of the Mulliken charge analysis, in e, for atoms 1 through 8: -0.1482, 0.0876, -0.5327, 0.2142, -0.2426, -0.5055, 0.1793, -0.0211

Formula: C3H6OS2
Source: OMol25
Level of theory: ωB97M-V with the def2-TZVPD basis set

Calculated values
- orbital gap (eV) = 9.82
- 2S+1 = 1
- energy relative to the best compared isomer or geometry (same formula, charge and spin) (eV) = 0.5638
- total charge = 0
- E_HOMO (eV) = -9.114

Geometry (Å):
S1 1.4827 -2.4683 -0.8870
S2 0.3433 1.5391 0.3833
O1 -0.8129 -0.7314 -0.0722
C1 0.2036 -0.2195 0.1328
C2 1.4825 -1.1166 0.3386
C3 -1.3749 1.8813 -0.0647
H1 -1.4344 2.9615 -0.0950
H2 0.1865 -2.8070 -0.9224
H3 -2.0615 1.5681 0.7012
H4 -1.6361 1.4964 -1.0529
H5 1.2352 -1.5508 1.2779
H6 2.3859 -0.5529 0.2603

Atomic forces in eV per Å
S 0.74 0.00 -0.32
S -0.18 -0.39 -0.37
O -3.90 -1.68 -0.96
C 4.34 0.89 0.97
C -2.44 0.46 -1.22
C 0.27 0.79 -0.14
H -0.01 0.33 -0.11
H -0.04 0.35 0.35
H -0.19 -0.47 0.17
H 0.14 -0.14 0.32
H 0.62 -0.22 1.10
H 0.65 0.08 0.22

Results of the Mulliken charge analysis, in e, for atoms 1 through 8: -0.2299, -0.0896, -0.4673, 0.4942, -0.6105, -0.8155, 0.3241, 0.1411

Formula: C3H6OS2
Source: OMol25
Level of theory: ωB97M-V with the def2-TZVPD basis set

Calculated values
- orbital gap (eV) = 8.42
- 2S+1 = 1
- energy relative to the best compared isomer or geometry (same formula, charge and spin) (eV) = 1.0706
- total charge = 0
- E_HOMO (eV) = -8.768

Geometry (Å):
S1 0.9067 0.8292 1.5674
S2 -1.1275 -1.1085 0.8166
O1 0.3247 -0.8745 -1.9136
C1 0.4659 0.2243 -1.0519
C2 -0.3376 1.3244 -1.6594
C3 0.1264 -0.0429 0.3670
H1 -1.3868 -1.4470 -0.4842
H2 -1.4577 1.1410 -1.5069
H3 -0.0797 1.4515 -2.7713
H4 1.5507 0.4659 -0.9468
H5 -0.2373 2.3181 -1.1769
H6 1.0181 -1.4987 -1.8830

Atomic forces in eV per Å
S -0.64 -0.84 -1.08
S -0.24 -0.34 -1.01
O -1.91 0.33 -0.62
C 2.21 -0.24 -0.39
C -1.80 1.70 -0.97
C 0.38 1.27 2.62
H -0.09 -0.13 0.56
H 1.43 -0.17 -0.62
H -0.51 -0.37 1.69
H -0.65 0.29 -0.52
H 0.51 -0.69 -0.10
H 1.32 -0.82 0.44

Results of the Mulliken charge analysis, in e, for atoms 1 through 8: -0.2129, -0.1558, -0.5198, 0.1156, -0.9864, 0.0949, 0.1779, 0.2542

Formula: C3H6OS3
Source: OMol25
Level of theory: ωB97M-V with the def2-TZVPD basis set

Calculated values
- orbital gap (eV) = 8.28
- 2S+1 = 1
- energy relative to the best compared isomer or geometry (same formula, charge and spin) (eV) = 0.3559
- total charge = 0
- E_HOMO (eV) = -8.774

Geometry (Å):
S1 -2.0643 2.0798 -0.2980
S2 0.5854 0.6112 -1.0256
S3 0.3924 2.7314 1.3031
O1 1.9960 0.8136 -0.7649
C1 0.5376 -2.0855 -0.2660
C2 -0.4130 1.9259 0.1752
C3 0.0144 -0.7253 0.1472
H1 0.3928 -0.4431 1.1290
H2 -1.0719 -0.6946 0.1370
H3 1.6171 -2.0486 -0.3910
H4 0.0822 -2.4097 -1.1988
H5 0.3072 -2.8195 0.5048
H6 -2.3760 3.0644 0.5480

Atomic forces in eV per Å
S 0.03 -0.27 -0.31
S -2.19 0.25 1.70
S -0.05 -0.34 -0.32
O 1.12 0.16 0.11
C 0.05 0.12 -0.10
C 0.89 -0.25 -0.71
C 0.26 0.19 -0.50
H -0.02 0.18 -0.02
H -0.16 0.06 0.07
H 0.10 -0.08 -0.02
H 0.02 -0.09 -0.09
H -0.01 -0.04 0.00
H -0.04 0.10 0.19

Results of the Mulliken charge analysis, in e, for atoms 1 through 8: -0.1431, 0.4628, -0.1441, -0.5224, -1.2236, 0.0511, -0.4139, 0.3497

Formula: C3H6S
Source: OMol25
Level of theory: ωB97M-V with the def2-TZVPD basis set

Calculated values
- orbital gap (eV) = 9.36
- 2S+1 = 1
- energy relative to the best compared isomer or geometry (same formula, charge and spin) (eV) = 2.7752
- total charge = 0
- E_HOMO (eV) = -8.454

Geometry (Å):
S1 1.0674 0.6304 0.3365
C1 -0.2898 1.1158 1.5660
C2 0.1037 -0.4328 -0.7767
C3 0.5622 -1.3219 -1.7748
H1 -0.4244 0.3722 2.4611
H2 -0.1162 -1.8451 -2.3337
H3 -1.3985 0.9614 1.0267
H4 1.7858 -1.6910 -1.8389
H5 -1.1636 -0.0090 -0.7948
H6 -0.1266 2.2201 2.1285

Atomic forces in eV per Å
S -1.70 -0.41 0.30
C -2.25 0.06 1.32
C -2.01 0.16 -2.41
C 3.91 2.42 4.71
H 0.82 1.16 -1.70
H -1.54 -1.02 -1.52
H 3.04 1.06 1.18
H -3.89 1.31 0.28
H 4.01 -1.75 0.01
H -0.41 -2.99 -2.17

Results of the Mulliken charge analysis, in e, for atoms 1 through 8: -0.0206, -0.6596, -0.0172, -0.5908, 0.2613, 0.3195, 0.1737, 0.1579

Formula: C3H6S
Source: OMol25
Level of theory: ωB97M-V with the def2-TZVPD basis set

Calculated values
- orbital gap (spin up / spin down) (eV) = 7.14 / 7.12
- 2S+1 = 1
- energy relative to the best compared isomer or geometry (same formula, charge and spin) (eV) = 3.2323
- total charge = 0
- E_HOMO (spin up / spin down) (eV) = -8.233 / -8.231

Geometry (Å):
S1 2.9629 -0.1579 -0.2074
C1 0.8114 -0.0509 -0.0436
C2 0.0063 -1.2698 0.3577
C3 0.2223 1.2901 0.0303
H1 0.5714 -1.4539 1.3125
H2 0.7912 1.9735 -0.4701
H3 0.1158 1.7010 1.0064
H4 0.2458 -2.3066 -0.1623
H5 -1.0899 -1.0102 0.2099
H6 -0.8106 1.2607 -0.2826

Atomic forces in eV per Å
S -5.90 0.22 0.30
C 5.40 -1.39 0.35
C 1.14 -0.59 -1.76
C -1.29 -1.82 0.20
H -1.53 0.19 0.05
H 1.40 1.77 -1.61
H 0.30 -0.17 1.40
H -0.29 2.44 0.49
H 1.22 -0.69 1.20
H -0.45 0.03 -0.61

Results of the Mulliken charge analysis, in e, for atoms 1 through 8: -0.2824, 0.2910, -0.8137, -1.0919, 0.2812, 0.3519, 0.3220, 0.2863

Formula: C3H6S2
Source: OMol25
Level of theory: ωB97M-V with the def2-TZVPD basis set

Calculated values
- orbital gap (spin up / spin down) (eV) = 7.50 / 7.20
- 2S+1 = 1
- energy relative to the best compared isomer or geometry (same formula, charge and spin) (eV) = 2.6376
- total charge = 0
- E_HOMO (spin up / spin down) (eV) = -7.263 / -7.025

Geometry (Å):
S1 1.4842 0.3885 -0.2968
S2 0.0524 1.3647 2.1002
C1 1.0255 -0.7494 -1.3882
C2 0.0341 0.5922 0.5102
C3 -1.1981 -0.1749 0.2089
H1 -1.1416 -1.2214 0.5255
H2 -1.3720 -0.1596 -0.8692
H3 1.1669 2.0694 1.9008
H4 0.3586 -1.5435 -1.1433
H5 1.6260 -0.8544 -2.2716
H6 -2.0360 0.2883 0.7235

Atomic forces in eV per Å
S -1.46 -0.28 -0.18
S -0.20 -0.06 -0.10
C 1.19 -0.34 -0.86
C 0.51 0.51 1.25
C 0.07 0.27 -0.05
H 0.03 -0.04 -0.05
H -0.03 -0.08 -0.11
H 0.18 0.16 0.05
H -0.33 -0.19 0.17
H 0.17 0.03 -0.16
H -0.13 0.01 0.05

Results of the Mulliken charge analysis, in e, for atoms 1 through 8: -0.0153, -0.2285, -0.7933, 0.6652, -1.4878, 0.3395, 0.4005, 0.1062

Formula: C3H6S2
Source: OMol25
Level of theory: ωB97M-V with the def2-TZVPD basis set

Calculated values
- orbital gap (eV) = 7.68
- 2S+1 = 1
- energy relative to the best compared isomer or geometry (same formula, charge and spin) (eV) = 3.8687
- total charge = 0
- E_HOMO (eV) = -8.544

Geometry (Å):
S1 -2.4106 -0.6414 -0.1894
S2 -0.9560 1.8715 -0.1485
C1 0.4009 -0.2428 0.6826
C2 -1.0499 0.2979 0.3019
C3 1.2173 -0.3736 -0.6471
H1 0.5616 -1.0413 1.4686
H2 0.8439 0.6715 1.1085
H3 2.3966 -0.3782 -0.1045
H4 1.0233 0.4240 -1.4771
H5 -3.1729 0.9511 0.1324
H6 1.1456 -1.5387 -1.1274

Atomic forces in eV per Å
S -1.72 3.03 1.78
S -0.77 0.58 0.73
C -0.70 1.21 -0.40
C 2.41 -0.13 -0.82
C 2.94 -3.36 0.44
H -0.63 0.44 -1.40
H -0.29 -0.48 0.23
H -3.12 0.27 -2.41
H 0.54 -1.47 1.96
H 1.31 -3.46 -1.26
H 0.03 3.38 1.16

Results of the Mulliken charge analysis, in e, for atoms 1 through 8: -0.2072, -0.2474, -0.6023, 0.1722, -0.7475, 0.3577, 0.2903, 0.2218